16
Properties=species:S:1:pos:R:3 method="wB97M-V/def2-TZVPD" charge=0 homo_ev=-9.134 e_tot_ha=-748.30572 de_lowest_kcal_mol=26.6 gap_ev=10.2 lumo_ha=0.038
C 0.3289 -0.6227 0.5400
C -0.4116 0.5087 1.3207
C 0.2753 1.3941 0.2383
C 1.7567 1.1127 0.5656
C 1.7688 -0.2091 0.7190
C 0.0456 0.2155 -0.7719
H 0.3782 -2.4438 1.4739
H -0.9497 -2.1940 0.4968
H -0.2257 0.6667 2.3883
H -1.4805 0.4708 1.1571
H -0.0686 2.4073 0.0085
H 2.5516 1.8279 0.6108
H 2.5761 -0.9091 0.9444
H 0.7684 -0.0147 -1.5492
N 0.0582 -2.0292 0.5635
Cl -1.5611 -0.0001 -1.4792